[1]
DFT (the ωB97M-V functional and the def2-TZVPD basis) results for C26H28Cl2N6O4PrS2 as an isolated structure.

Results
total charge = -1
multiplicity = 3
HOMO (alpha / beta) = -5.38 / -5.39 eV
molar mass = 764.5 g mol⁻¹
energy above the lowest of the compared OMol25 structures with the same formula, charge and spin = 0.435 eV
HOMO-LUMO gap (alpha / beta) = 7.836 / 7.839 eV

Cartesian coordinates (Å):
Pr1 -0.04 0.98 -1.04
N1 2.02 -0.84 -0.96
C1 3.01 0.18 -0.55
C2 2.89 1.33 -1.58
O1 3.65 1.32 -2.56
N2 1.93 2.20 -1.30
C3 1.73 3.21 -2.33
C4 0.57 2.85 -3.31
O2 0.39 3.58 -4.27
O3 -0.11 1.82 -3.02
H1 1.86 -1.50 -0.20
H2 2.41 -1.37 -1.75
H3 4.04 -0.21 -0.55
H4 2.75 0.53 0.45
H5 2.64 3.32 -2.94
H6 1.49 4.17 -1.87
C5 0.96 3.68 1.38
C6 0.22 2.42 1.74
N3 -0.91 2.19 1.14
N4 -1.67 1.15 1.65
C7 -2.48 0.50 0.90
S1 -2.81 0.69 -0.79
S2 -3.42 -0.77 1.69
C8 -2.23 -1.38 2.96
C9 -1.82 -2.77 2.62
C10 -2.41 -3.86 3.25
C11 -2.02 -5.15 2.94
C12 -1.04 -5.37 1.99
C13 -0.47 -4.29 1.34
C14 -0.86 -3.00 1.64
C15 0.86 1.46 2.63
C16 1.49 1.81 3.81
C17 2.19 0.88 4.56
C18 2.24 -0.44 4.11
C19 1.62 -0.82 2.95
C20 0.90 0.11 2.15
O4 0.37 -0.24 1.02
H7 0.28 4.43 0.98
H8 1.71 3.43 0.62
H9 1.48 4.07 2.25
H10 -2.73 -1.32 3.93
H11 -1.40 -0.68 2.93
H12 -3.19 -3.69 3.99
H13 -2.49 -5.99 3.43
H14 -0.72 -6.38 1.76
H15 0.29 -4.45 0.59
H16 -0.44 -2.15 1.12
H17 1.39 2.83 4.17
H18 2.68 1.17 5.47
H19 2.78 -1.18 4.69
H20 1.65 -1.85 2.62
N5 1.56 -0.49 -4.03
C21 0.27 -0.94 -4.06
C22 -0.26 -1.38 -5.28
C23 -1.52 -1.93 -5.31
C24 -2.22 -2.05 -4.11
C25 -1.62 -1.59 -2.95
N6 -0.41 -1.03 -2.90
H21 1.97 -0.26 -4.92
H22 1.84 0.14 -3.29
H23 0.32 -1.27 -6.18
H24 -1.96 -2.25 -6.25
H25 -3.21 -2.47 -4.08
H26 -2.14 -1.67 -2.00
Cl1 -1.46 3.85 -1.26
C26 -2.81 4.02 -0.11
Cl2 -3.69 5.52 -0.36
H27 -2.39 4.02 0.90
H28 -3.49 3.19 -0.27

***

[2]
DFT (the ωB97M-V functional and the def2-TZVPD basis) results for C26H28ClP2Sc as an isolated structure.

Results
total charge = +2
HOMO = -13.93 eV
molar mass = 482.9 g mol⁻¹
HOMO-LUMO gap = 5.945 eV

Cartesian coordinates (Å):
Sc1 -0.50 -0.60 2.26
Cl1 -2.35 -1.95 2.25
P1 0.03 -0.82 -0.50
C1 1.76 -0.29 -0.87
C2 2.10 0.74 -1.78
C3 3.43 0.98 -2.10
C4 4.46 0.33 -1.42
C5 4.13 -0.61 -0.42
C6 2.80 -0.91 -0.16
C7 -0.02 -2.51 -1.27
C8 -1.26 -3.17 -1.26
C9 -1.35 -4.47 -1.76
C10 -0.25 -5.10 -2.35
C11 0.95 -4.40 -2.45
C12 1.08 -3.10 -1.91
C13 -0.93 0.05 -1.80
C14 -2.00 0.90 -1.49
C15 -2.69 1.56 -2.50
C16 -2.36 1.36 -3.84
C17 -1.33 0.48 -4.17
C18 -0.63 -0.18 -3.15
H1 -2.14 -2.64 -0.87
H2 -2.31 -4.98 -1.71
H3 -0.33 -6.12 -2.72
H4 1.80 -4.84 -2.95
H5 2.02 -2.56 -2.02
H6 1.32 1.32 -2.27
H7 3.68 1.70 -2.89
H8 5.50 0.54 -1.64
H9 4.92 -1.10 0.14
H10 2.56 -1.66 0.60
H11 -2.26 1.07 -0.44
H12 -3.50 2.24 -2.24
H13 -2.93 1.86 -4.63
H14 -1.06 0.30 -5.21
H15 0.17 -0.86 -3.43
H16 2.63 4.36 -2.16
H17 1.92 4.52 -2.36
C19 -1.53 3.56 1.94
P2 -0.79 1.91 1.61
C20 1.01 2.07 1.72
C21 -1.04 1.19 3.32
C22 -2.38 0.77 3.62
C23 -2.65 0.20 4.86
C24 -1.58 -0.19 5.68
C25 -0.27 -0.17 5.22
C26 0.05 0.56 4.05
H18 -1.46 4.25 1.08
H19 -0.95 4.00 2.76
H20 -2.58 3.50 2.26
H21 1.27 2.77 2.52
H22 1.57 1.11 1.80
H23 1.32 2.53 0.77
H24 -3.20 0.98 2.90
H25 -3.69 0.05 5.19
H26 -1.80 -0.55 6.68
H27 0.56 -0.61 5.80
H28 1.10 0.60 3.71

***

> Which of these has the lowest total charge?

C26H28Cl2N6O4PrS2

***

> Which value of total charge does entry 1 give?

-1

***

> Among the records above, which one has the lowest total charge?

C26H28Cl2N6O4PrS2